P:
Entry from OMol25: a molecular structure, C27H55FeN3O3 (ωB97M-V/def2-TZVPD).

Results
Spin multiplicity: 5
Frontier orbital gap (alpha / beta), eV: 7.11 / 7.05
HOMO level (alpha / beta), eV: -6.6 / -6.5

Last column: Mulliken spin population.
Positions of all 89 atoms, in Å:
Fe (-0.031, -0.079, 0.373)  3.53
O (-1.969, -1.220, -0.093)  0.04
O (0.656, -1.151, -1.101)  0.09
O (0.279, 1.147, 1.863)  0.11
N (0.316, -1.173, -2.467)  0.00
N (1.411, 1.681, 1.186)  0.08
N (-2.158, -0.845, 1.259)  -0.04
C (1.292, 3.770, 2.517)  0.00
C (2.321, -2.647, -2.946)  0.00
C (1.316, 3.144, 1.107)  0.00
C (3.790, 3.227, 0.733)  0.00
C (0.199, -3.555, -2.158)  0.00
C (-3.038, -3.098, 1.951)  0.00
C (-0.118, -0.137, -4.654)  0.00
C (0.802, -2.421, -2.993)  0.00
C (-3.282, -0.687, 3.861)  0.00
C (0.411, 0.096, -3.193)  -0.01
C (-1.989, -1.997, 2.160)  0.03
C (-3.400, 0.484, 2.891)  0.00
C (3.067, 1.177, 3.034)  0.00
C (-4.627, -0.569, 0.907)  0.00
C (-3.020, 1.326, 0.607)  0.09
C (2.661, -0.407, 1.162)  0.04
C (2.690, 1.047, 1.574)  -0.02
C (2.440, 3.729, 0.257)  0.00
C (0.428, -1.418, -5.296)  0.00
C (-3.318, 0.072, 1.415)  0.00
C (1.806, 0.703, -3.306)  0.01
C (0.018, 3.577, 0.451)  0.02
C (0.260, -2.623, -4.406)  0.00
C (-0.599, 1.038, -2.591)  -0.03
C (3.780, 1.701, 0.712)  0.00
C (-0.643, -2.653, 1.919)  0.01
C (-2.043, -1.487, 3.605)  -0.01
H (0.673, 4.662, 2.627)  0.00
H (-1.180, 0.081, -4.732)  0.00
H (4.593, 3.505, 0.045)  0.00
H (-0.408, 1.156, -1.523)  0.09
H (4.004, 0.666, 3.260)  0.00
H (-0.882, -3.419, -2.023)  0.00
H (2.509, 0.049, -3.821)  0.00
H (-2.909, 1.056, -0.448)  -0.01
H (0.600, -3.492, -1.145)  0.00
H (-0.519, -3.383, 2.727)  0.00
H (-0.798, -2.904, -4.317)  0.00
H (0.409, 0.614, -5.256)  0.00
H (-0.665, -3.262, 1.016)  0.00
H (-1.113, -0.912, 3.693)  0.00
H (-0.819, 3.578, 1.151)  0.00
H (-4.206, -1.274, 3.829)  0.00
H (-0.205, 3.033, -0.451)  0.00
H (2.591, -3.693, -3.084)  0.00
H (-0.454, 2.059, -2.964)  0.00
H (2.279, 4.179, 2.781)  0.00
H (-4.556, -1.475, 0.308)  0.00
H (0.374, -4.538, -2.592)  0.00
H (4.056, 3.605, 1.722)  0.00
H (1.068, 3.008, 3.259)  0.00
H (0.712, -3.504, -4.878)  0.00
H (1.505, -1.217, -5.387)  0.00
H (-2.543, 1.143, 3.044)  0.00
H (-5.328, -0.778, 1.721)  0.00
H (1.857, 1.608, -3.921)  0.00
H (-3.127, -3.369, 0.884)  0.00
H (-2.163, 1.883, 0.969)  -0.02
H (-4.368, 0.944, 3.082)  0.00
H (0.089, -1.532, -6.326)  0.00
H (4.773, 1.389, 1.050)  0.00
H (0.127, 4.649, 0.252)  0.00
H (-3.928, 1.937, 0.582)  0.00
H (-4.045, -2.777, 2.210)  0.00
H (2.308, 0.664, 3.637)  0.00
H (2.679, -0.564, 0.083)  -0.01
H (0.214, -1.988, 1.974)  0.01
H (2.817, -1.954, -3.624)  0.00
H (1.788, -0.876, 1.626)  0.00
H (-1.961, -2.334, 4.288)  0.00
H (-2.793, -4.056, 2.406)  0.00
H (3.539, -0.954, 1.519)  0.00
H (2.693, -2.401, -1.946)  0.00
H (3.668, 1.368, -0.323)  0.00
H (2.381, 4.816, 0.354)  0.00
H (-2.543, -1.969, -0.325)  0.00
H (-1.633, 0.773, -2.788)  0.00
H (3.121, 2.208, 3.369)  0.00
H (2.177, 0.937, -2.302)  0.00
H (-3.305, -0.277, 4.876)  0.00
H (-5.173, 0.145, 0.284)  0.00
H (2.313, 3.438, -0.790)  0.00

Q:
Entry from OMol25: a molecular structure, C27H55FeN3O3 (ωB97M-V/def2-TZVPD).

Results
Spin multiplicity: 5
Frontier orbital gap (alpha / beta), eV: 6.35 / 6.27
HOMO level (alpha / beta), eV: -6.1 / -6.0

Last column: Mulliken spin population.
Positions of all 89 atoms, in Å:
Fe (-0.415, -0.292, 0.312)  3.62
O (0.540, 0.956, -1.135)  0.10
O (-2.497, -0.119, 0.668)  0.11
O (0.318, -2.084, 1.354)  0.03
N (1.124, -1.978, 0.219)  -0.03
N (0.300, 2.074, -1.960)  -0.03
N (-1.970, -0.216, 2.007)  0.03
C (-1.226, 3.314, -3.466)  0.00
C (-0.399, 1.697, 1.948)  0.06
C (2.430, 2.520, -3.248)  0.00
C (2.324, 3.102, -0.887)  0.00
C (-2.691, -2.698, 2.080)  0.00
C (1.445, 2.920, -2.149)  0.00
C (-0.868, 0.648, 4.071)  0.01
C (-2.051, 1.401, -2.213)  0.02
C (1.412, -2.328, -2.195)  0.01
C (-2.627, -1.313, 2.760)  0.02
C (0.868, -4.368, -0.647)  0.00
C (-0.773, 1.951, -2.923)  0.00
C (-1.922, -1.638, 4.090)  0.00
C (2.922, -2.381, -1.949)  0.00
C (-0.052, 4.277, -3.734)  0.00
C (-1.531, -0.435, 4.922)  0.00
C (3.307, -2.816, 1.297)  0.00
C (0.848, 4.313, -2.499)  0.00
C (-4.106, -0.932, 2.963)  0.01
C (-0.517, 0.958, -4.048)  0.00
C (-2.719, 1.986, 2.983)  0.00
C (0.697, -2.817, -0.920)  -0.02
C (3.298, -1.443, -0.804)  0.00
C (2.558, -1.710, 0.515)  0.03
C (-1.547, 1.001, 2.710)  -0.02
C (-0.808, -2.558, -1.134)  0.14
C (2.660, -0.451, 1.373)  -0.01
H (1.920, 2.310, -4.190)  0.00
H (3.735, -0.312, 1.506)  0.00
H (-0.572, 1.975, 0.905)  0.01
H (0.246, 4.637, -1.650)  0.00
H (-4.735, -1.720, 3.388)  0.00
H (2.929, 3.999, -1.000)  0.00
H (-3.358, -3.323, 2.669)  0.00
H (0.500, -4.879, -1.534)  0.00
H (-1.801, 3.118, -4.372)  0.00
H (-0.440, 5.257, -4.024)  0.00
H (-2.559, -2.308, 4.665)  0.00
H (-1.849, 3.794, -2.710)  0.00
H (2.315, -0.698, 2.380)  0.00
H (-2.278, 1.977, -1.314)  0.00
H (1.831, -4.712, -0.279)  0.00
H (0.481, 1.050, 2.012)  -0.03
H (3.026, 1.661, -2.940)  0.00
H (4.386, -2.662, 1.314)  0.00
H (3.059, 3.372, -3.521)  0.00
H (-2.909, 1.372, -2.884)  0.00
H (-1.315, -3.374, -1.654)  0.01
H (1.229, -2.926, -3.090)  0.00
H (-3.349, 1.624, 3.792)  0.00
H (4.368, -1.617, -0.676)  0.00
H (-1.898, 0.391, -1.828)  0.00
H (3.245, -3.812, 0.850)  0.00
H (0.506, 3.989, -4.630)  0.00
H (1.209, -1.300, -2.504)  0.00
H (2.144, 0.414, 0.960)  0.01
H (-0.954, -1.670, -1.757)  -0.03
H (-0.810, -0.694, 5.697)  0.00
H (-3.271, 2.166, 2.062)  0.00
H (2.843, 2.169, -0.680)  0.00
H (3.395, -2.148, -2.905)  0.00
H (-4.645, -0.523, 2.108)  0.00
H (-0.787, 1.584, 4.626)  0.00
H (0.537, -2.928, 1.787)  0.01
H (3.280, -3.388, -1.710)  0.00
H (-0.186, 2.582, 2.547)  0.01
H (-4.248, -0.126, 3.689)  0.00
H (-1.432, -2.457, -0.243)  -0.05
H (-2.414, 0.043, 5.356)  0.00
H (-0.307, -0.072, -3.747)  0.00
H (1.675, 4.985, -2.741)  0.00
H (-1.675, -3.085, 2.003)  0.00
H (-2.326, 2.942, 3.339)  0.00
H (0.160, 0.327, 3.874)  0.00
H (0.277, 1.189, -4.767)  0.00
H (-3.119, -2.685, 1.076)  0.00
H (1.658, 3.269, -0.035)  0.00
H (0.180, -4.664, 0.152)  0.00
H (3.115, -0.414, -1.119)  0.00
H (-1.352, 0.800, -4.741)  0.00
H (-0.977, -2.103, 3.794)  0.00
H (2.990, -2.936, 2.336)  0.00

Most stable pick: P. Distance to second place: 35.5 kcal/mol.

P:
Entry from OMol25: 2 unconnected molecules or ions with the total composition C2H3ClN2O (ωB97M-V/def2-TZVPD).

Results
Frontier orbital gap, eV: 10.25
HOMO level, eV: -10.2
SMILES: C=NN=C=O.Cl

Last column: natural (NBO) charge in e.
Positions of all 9 atoms, in Å:
Cl (2.025, 1.021, 1.922)  -0.28
O (-2.864, 0.378, 2.554)  -0.45
N (-1.132, 0.602, -0.429)  -0.20
N (-1.308, 0.884, 0.893)  -0.40
C (-2.235, 0.462, 1.574)  0.81
C (-1.754, -0.432, -0.831)  -0.11
H (1.457, 2.192, 1.877)  0.28
H (-2.289, -1.084, -0.087)  0.15
H (-1.562, -0.683, -1.871)  0.20

Q:
Entry from OMol25: 2 unconnected molecules or ions with the total composition C2H3ClN2O (ωB97M-V/def2-TZVPD).

Results
Frontier orbital gap, eV: 10.40
HOMO level, eV: -9.8
SMILES: C=NN=C=O.Cl

Last column: natural (NBO) charge in e.
Positions of all 9 atoms, in Å:
Cl (-2.578, 1.814, -0.073)  -0.27
O (-0.304, -3.355, -0.412)  -0.51
N (0.589, -1.254, 0.029)  -0.42
N (0.421, 0.100, 0.086)  -0.22
C (0.039, -2.250, -0.285)  0.85
C (1.310, 0.822, 0.511)  -0.05
H (1.167, 1.945, 0.482)  0.19
H (-2.843, 1.645, -1.330)  0.27
H (2.199, 0.533, 0.992)  0.16

Most stable pick: Q. Distance to second place: 5.1 kcal/mol.

P:
Entry from OMol25: 6 unconnected molecules or ions with the total composition C12H24Cl12 (ωB97M-V/def2-TZVPD).

Results
Frontier orbital gap, eV: 10.79
HOMO level, eV: -10.6
SMILES: ClCCCl.ClCCCl.ClCCCl.ClCCCl.ClCCCl.ClCCCl

Last column: natural (NBO) charge in e.
Positions of all 48 atoms, in Å:
Cl (1.300, -16.951, 32.797)  -0.06
Cl (-7.214, -17.431, 30.806)  -0.05
Cl (-2.290, -15.789, 29.951)  -0.04
Cl (4.691, -18.539, 30.571)  -0.06
Cl (2.549, -20.736, 27.526)  -0.04
Cl (-3.806, -11.980, 29.494)  -0.06
Cl (4.212, -13.825, 33.111)  -0.05
Cl (4.925, -21.388, 32.475)  -0.10
Cl (-2.340, -9.354, 30.487)  -0.07
Cl (0.520, -18.898, 29.038)  -0.07
Cl (-0.111, -23.636, 25.809)  -0.04
Cl (-4.845, -17.515, 27.233)  -0.09
C (2.848, -16.165, 32.889)  -0.41
C (1.385, -22.860, 26.278)  -0.41
C (-0.146, -17.298, 29.390)  -0.40
C (-5.304, -17.260, 28.964)  -0.36
C (-6.747, -17.598, 29.101)  -0.40
C (4.173, -21.270, 30.842)  -0.38
C (-1.644, -17.307, 29.402)  -0.42
C (-1.716, -10.976, 31.009)  -0.38
C (-2.827, -12.017, 31.003)  -0.39
C (3.546, -19.866, 30.825)  -0.42
C (1.212, -21.864, 27.398)  -0.41
C (2.641, -14.631, 32.858)  -0.38
H (5.022, -21.430, 30.177)  0.23
H (-1.237, -10.943, 31.988)  0.22
H (-1.916, -17.990, 30.205)  0.22
H (1.940, -14.277, 33.614)  0.22
H (-4.655, -17.910, 29.551)  0.22
H (-5.104, -16.201, 29.132)  0.23
H (2.200, -14.274, 31.927)  0.22
H (-2.464, -13.039, 31.116)  0.23
H (2.975, -19.693, 29.912)  0.24
H (3.225, -16.593, 33.818)  0.23
H (-2.169, -17.739, 28.550)  0.24
H (-7.371, -16.962, 28.474)  0.23
H (3.512, -16.550, 32.116)  0.24
H (3.554, -22.167, 30.836)  0.23
H (0.321, -16.643, 28.654)  0.22
H (1.177, -22.229, 28.424)  0.22
H (2.806, -19.622, 31.587)  0.24
H (2.105, -23.662, 26.441)  0.23
H (1.630, -22.345, 25.349)  0.23
H (-6.859, -18.631, 28.772)  0.22
H (-3.543, -11.823, 31.801)  0.22
H (0.280, -21.300, 27.349)  0.23
H (0.340, -16.977, 30.312)  0.24
H (-0.926, -11.135, 30.275)  0.22

Q:
Entry from OMol25: 6 unconnected molecules or ions with the total composition C12H24Cl12 (ωB97M-V/def2-TZVPD).

Results
Frontier orbital gap, eV: 10.92
HOMO level, eV: -10.5
SMILES: ClCCCl.ClCCCl.ClCCCl.ClCCCl.ClCCCl.ClCCCl

Last column: natural (NBO) charge in e.
Positions of all 48 atoms, in Å:
Cl (-4.897, -3.937, 2.092)  -0.05
Cl (3.981, 2.893, -2.530)  -0.08
Cl (1.639, 6.141, 1.977)  -0.06
Cl (1.502, -1.325, -1.900)  -0.09
Cl (1.897, -0.803, 2.520)  -0.05
Cl (1.912, 2.864, 0.825)  -0.07
Cl (2.679, 2.134, 4.056)  -0.05
Cl (-4.012, -4.315, -3.698)  -0.07
Cl (-0.754, 1.112, -2.599)  -0.06
Cl (-2.553, -2.007, 0.854)  -0.10
Cl (1.222, 1.702, -5.626)  -0.08
Cl (-5.592, -5.609, -0.809)  -0.05
C (-5.231, -2.304, 1.496)  -0.40
C (-3.889, -5.489, -1.253)  -0.40
C (2.526, 1.575, -4.385)  -0.37
C (2.564, 2.880, -3.618)  -0.38
C (-4.027, -1.413, 1.733)  -0.36
C (3.450, 0.563, 4.283)  -0.39
C (2.931, 4.280, 0.422)  -0.39
C (3.129, 5.270, 1.548)  -0.40
C (-3.508, -4.196, -1.979)  -0.37
C (0.026, -0.952, -0.928)  -0.37
C (-0.240, 0.547, -0.980)  -0.40
C (2.444, -0.585, 4.180)  -0.39
H (3.926, 5.975, 1.331)  0.23
H (3.886, 3.884, 0.076)  0.23
H (3.448, 1.389, -4.924)  0.22
H (-0.967, 0.829, -0.221)  0.23
H (-0.808, -1.498, -1.353)  0.23
H (1.588, -0.411, 4.829)  0.22
H (-2.428, -4.106, -1.894)  0.22
H (2.533, 4.729, -0.487)  0.22
H (-3.668, -1.350, 2.755)  0.23
H (3.871, 0.549, 5.287)  0.22
H (-3.624, -6.349, -1.862)  0.22
H (3.417, 4.695, 2.428)  0.23
H (2.194, 0.716, -3.811)  0.24
H (2.700, 3.702, -4.314)  0.22
H (4.232, 0.427, 3.542)  0.22
H (0.704, 1.036, -0.744)  0.23
H (-3.278, -5.542, -0.350)  0.22
H (-6.059, -1.907, 2.082)  0.23
H (-4.006, -3.346, -1.528)  0.22
H (0.286, -1.182, 0.100)  0.23
H (-5.522, -2.399, 0.454)  0.23
H (-4.203, -0.390, 1.399)  0.23
H (1.674, 3.026, -3.015)  0.23
H (2.908, -1.503, 4.540)  0.22

Most stable pick: Q. Distance to second place: 23.4 kcal/mol.